Entry from the Open Molecules 2025 dataset: a 7-piece molecular cluster, C32H78FN8O4 overall (the ωB97M-V functional and the def2-TZVPD basis).

XYZ file:
```
123
Properties=species:S:1:pos:R:3:lowdin_charge:R:1
F 0.07080 -0.26203 0.62818 -0.47
C 7.46113 2.16284 2.08772 0.00
C 7.45619 0.63281 2.02743 -0.15
N 6.30021 0.08039 1.38944 0.01
C 6.16763 0.03713 0.00888 0.16
C 4.99251 -0.64954 -0.25116 0.14
N 4.38776 -1.08249 0.92453 0.01
C 5.20898 -0.62754 1.95540 0.21
C 3.09740 -1.82602 0.99417 0.06
H 8.35348 2.46261 2.63723 0.12
H 6.65374 2.58899 2.68321 0.08
H 7.42209 2.46154 1.04018 0.09
H 7.34182 0.29671 3.05799 0.15
H 8.32453 0.10463 1.63359 0.17
H 6.92614 0.32509 -0.70396 0.19
H 4.60371 -0.83605 -1.24134 0.16
H 5.01856 -0.82085 3.00076 0.20
H 2.44071 -1.29714 1.68493 0.10
H 3.33466 -2.80235 1.41677 0.13
H 2.60275 -2.00029 0.03864 0.10
C -8.20110 -3.17267 0.33486 -0.03
C -6.90404 -3.69354 1.03822 -0.11
N -5.66401 -3.44484 0.23556 -0.03
C -5.16302 -4.11544 -0.84988 -0.01
C -4.07908 -3.46083 -1.36471 -0.02
N -3.84969 -2.33650 -0.58064 -0.08
C -4.85929 -2.36092 0.36310 0.00
C -2.69174 -1.44232 -0.58593 -0.01
H -8.32324 -2.09869 0.19435 0.09
H -9.05074 -3.40045 0.97856 0.10
H -8.28169 -3.72234 -0.60293 0.08
H -6.93318 -4.74618 1.31967 0.14
H -6.71682 -3.07678 1.91724 0.12
H -5.76116 -4.95653 -1.16795 0.16
H -3.41767 -3.55545 -2.21323 0.14
H -4.84257 -1.71694 1.22995 0.16
H -2.53394 -1.01750 0.40539 0.09
H -2.95167 -0.65121 -1.28925 0.10
H -1.79640 -1.99196 -0.87639 0.09
C -2.80780 3.67909 -1.95727 0.01
N -3.74284 3.74971 -0.72866 -0.32
C -3.54360 5.09447 -0.08565 0.02
C -5.17440 3.69080 -1.26343 0.03
C -3.43989 2.62720 0.34090 -0.05
C -1.97117 2.18050 0.52187 -0.24
O -1.63595 1.39632 -0.59204 -0.12
H -1.81509 4.06538 -1.72615 0.10
H -3.21953 4.35610 -2.70576 0.12
H -2.72676 2.65321 -2.31658 0.10
H -3.72680 5.85596 -0.84373 0.12
H -2.48823 5.15116 0.18096 0.10
H -4.32968 5.22014 0.65892 0.13
H -5.29080 2.78681 -1.86123 0.11
H -5.55001 4.56590 -1.79372 0.13
H -5.79476 3.64810 -0.36822 0.11
H -4.08450 1.80053 0.04227 0.13
H -3.83931 2.94827 1.30292 0.14
H -1.94791 1.66640 1.48274 0.13
H -1.33131 3.06168 0.56846 0.10
H -0.99428 0.77633 -0.23782 0.00
C -1.22532 -5.49886 -0.59158 0.03
N -1.49825 -5.98841 0.84922 -0.28
C -3.03690 -6.21811 1.07417 0.03
C -0.94309 -7.37687 1.12471 0.01
C -0.98633 -4.99144 1.97320 -0.06
C -1.38537 -3.54627 1.80347 -0.23
O -0.39500 -2.93024 0.97500 -0.10
H -1.78433 -6.15158 -1.26209 0.11
H -0.19046 -5.45677 -0.93127 0.11
H -1.75592 -4.55592 -0.72363 0.06
H -3.45331 -6.41509 0.08629 0.10
H -3.45352 -5.29244 1.47125 0.08
H -3.29197 -6.95871 1.83217 0.12
H -0.90865 -7.61394 2.18806 0.12
H 0.06419 -7.50489 0.72835 0.12
H -1.65341 -8.09203 0.70987 0.12
H 0.09643 -5.04422 1.85939 0.14
H -1.30223 -5.40493 2.93097 0.15
H -1.38836 -3.08066 2.78902 0.14
H -2.43550 -3.49616 1.51572 0.09
H -0.33696 -1.97202 0.98158 0.01
C 2.85001 2.06932 -2.94732 -0.01
N 1.92079 1.46551 -4.02112 -0.26
C 0.46626 2.11245 -3.85486 0.07
C 2.57400 1.73287 -5.39909 0.04
C 1.85298 -0.11873 -3.89839 -0.06
C 1.23797 -0.63957 -2.62605 -0.23
O 1.90450 -0.22533 -1.44983 -0.12
H 3.70943 1.41571 -2.79807 0.09
H 2.34781 2.20313 -1.98920 0.07
H 3.21215 3.05912 -3.22527 0.11
H 0.46985 3.15667 -4.16741 0.12
H 0.11113 1.90020 -2.84643 0.07
H -0.20319 1.48520 -4.44349 0.11
H 2.72960 2.79922 -5.56278 0.12
H 2.00630 1.34418 -6.24452 0.12
H 3.55900 1.28450 -5.26937 0.11
H 2.86688 -0.51369 -3.96248 0.13
H 1.35365 -0.58871 -4.74568 0.15
H 1.23592 -1.72939 -2.64574 0.14
H 0.18148 -0.40924 -2.48857 0.12
H 1.26023 -0.30002 -0.74206 0.02
C 1.55302 4.68700 2.42481 0.04
N 2.26249 3.31921 2.22737 -0.31
C 3.11044 3.12110 3.52795 0.05
C 1.24810 2.14115 2.15585 0.00
C 3.11448 3.35935 0.86128 -0.03
C 4.12971 4.58941 0.71048 -0.26
O 5.01080 4.74363 1.71721 -0.03
H 2.33152 5.43985 2.54827 0.10
H 0.98435 4.62004 3.35229 0.12
H 1.01818 4.93726 1.50860 0.11
H 2.42602 2.72988 4.28069 0.11
H 3.60851 4.07398 3.70699 0.11
H 3.82631 2.34398 3.26020 0.08
H 0.45578 2.33390 2.87916 0.12
H 1.81016 1.20773 2.18587 0.08
H 0.73268 2.13067 1.19547 0.06
H 2.27715 3.41085 0.16535 0.11
H 3.58445 2.37682 0.81834 0.10
H 3.55986 5.46775 0.40735 0.14
H 4.87005 4.41991 -0.07136 0.13
H 5.01438 5.67126 1.96436 0.13
```

Output
**Kohn-Sham gap (spin up / spin down)**: 0.248 / 0.102 Ha
**HOMO (spin up / spin down)**: -0.817 / -0.817 Ha
**Charge**: +6
**E_tot**: -2102.28371 Eh
**Lowest unoccupied orbital energy (spin up / spin down)**: -15.50 / -19.47 eV
**Maximum force**: 4.1 eV Å⁻¹
**<S²>**: 0.7656
**Spin multiplicity**: 2